1.
Molecular formula: C56H71NOP3SiV
Method: DFT, wB97M-V/def2-TZVPD

Properties
**Kohn-Sham gap (spin up / spin down)**: 0.2255 / 0.2513 hartree
**M**: 946.1 g mol⁻¹
**Multiplicity**: 2
**Energy**: -4563.14943 Eh
**Total charge**: +3
**E_HOMO (spin up / spin down)**: -16.10 / -16.12 eV

Element x y z (Å)
V: 0.292 -0.558 -0.022
C: -2.633 -0.661 2.671
Si: -1.751 0.177 1.312
C: -2.794 0.744 -0.106
C: -3.657 1.807 0.178
C: -4.472 2.338 -0.812
C: -4.429 1.799 -2.090
C: -3.588 0.731 -2.380
C: -2.755 0.194 -1.396
P: -1.581 -1.196 -1.585
C: -2.280 -2.881 -1.299
C: -3.286 -3.341 -2.369
C: -4.706 -2.830 -2.129
C: -5.188 -3.235 -0.736
C: -4.240 -2.722 0.349
C: -2.803 -3.200 0.107
C: -0.862 -1.441 -3.279
C: 0.522 -0.782 -3.489
C: 0.853 -0.637 -4.974
C: -0.135 0.301 -5.691
C: -1.522 0.265 -5.033
C: -1.811 -1.126 -4.465
C: -0.812 1.616 2.041
C: -1.216 2.015 3.324
C: -0.655 3.127 3.939
C: 0.348 3.842 3.299
C: 0.783 3.454 2.039
C: 0.215 2.355 1.407
P: 0.666 1.890 -0.273
C: -0.383 2.952 -1.371
C: 0.076 3.014 -2.837
C: -0.905 3.841 -3.672
C: -1.061 5.248 -3.108
C: -1.519 5.187 -1.656
C: -0.569 4.362 -0.782
C: 2.430 2.070 -0.723
C: 3.320 1.209 0.208
C: 3.972 1.994 1.348
C: 4.757 3.185 0.804
C: 3.816 4.140 0.080
C: 3.061 3.446 -1.055
H: -3.609 -0.168 2.782
H: -2.072 -0.536 3.598
H: -2.820 -1.713 2.496
H: -3.687 2.243 1.175
H: -5.134 3.166 -0.586
H: -5.064 2.204 -2.870
H: -3.608 0.333 -3.378
H: -1.360 -3.448 -1.451
H: -3.297 -4.434 -2.294
H: -2.932 -3.121 -3.378
H: -5.364 -3.240 -2.896
H: -4.752 -1.739 -2.230
H: -5.246 -4.329 -0.680
H: -6.196 -2.859 -0.556
H: -4.575 -3.061 1.332
H: -4.291 -1.626 0.364
H: -2.788 -4.293 0.193
H: -2.105 -2.843 0.869
H: -0.699 -2.520 -3.264
H: 1.287 -1.385 -3.012
H: 0.549 0.202 -3.020
H: 0.827 -1.633 -5.426
H: 1.878 -0.284 -5.092
H: -0.219 0.001 -6.737
H: 0.248 1.324 -5.698
H: -2.292 0.546 -5.751
H: -1.572 1.003 -4.227
H: -1.625 -1.878 -5.236
H: -2.854 -1.260 -4.197
H: -1.992 1.471 3.853
H: -1.003 3.432 4.920
H: 0.787 4.712 3.776
H: 1.549 4.033 1.541
H: -1.356 2.460 -1.337
H: 0.155 2.023 -3.262
H: 1.068 3.470 -2.906
H: -1.882 3.342 -3.670
H: -0.564 3.868 -4.709
H: -1.769 5.823 -3.707
H: -0.101 5.774 -3.169
H: -2.519 4.737 -1.609
H: -1.607 6.188 -1.232
H: -0.977 4.300 0.227
H: 0.398 4.878 -0.705
H: 2.357 1.553 -1.689
H: 4.120 0.759 -0.395
H: 2.753 0.367 0.635
H: 4.616 1.318 1.911
H: 3.212 2.356 2.046
H: 5.532 2.830 0.112
H: 5.275 3.701 1.614
H: 4.363 4.982 -0.346
H: 3.130 4.578 0.808
H: 3.786 3.233 -1.847
H: 2.332 4.117 -1.499
O: 0.747 -3.144 -0.173
N: 1.312 -2.023 -0.728
C: 2.600 -1.887 -0.722
C: 3.458 -2.515 0.261
C: 4.746 -2.923 -0.091
C: 5.627 -3.335 0.891
C: 5.230 -3.274 2.222
C: 3.963 -2.811 2.578
C: 3.036 -2.438 1.618
P: 1.366 -1.803 2.201
C: 0.537 -3.352 2.693
C: 1.035 -4.608 2.356
C: 0.362 -5.761 2.743
C: -0.808 -5.667 3.485
C: -1.294 -4.420 3.853
C: -0.622 -3.268 3.461
C: 1.693 -0.953 3.756
C: 1.999 0.405 3.727
C: 2.343 1.074 4.893
C: 2.366 0.389 6.101
C: 2.058 -0.968 6.141
C: 1.729 -1.641 4.975
H: 1.443 -3.816 -0.046
H: 2.986 -1.125 -1.398
H: 5.045 -2.931 -1.136
H: 6.620 -3.678 0.626
H: 5.922 -3.571 3.002
H: 3.708 -2.740 3.628
H: 1.972 -4.712 1.816
H: 0.763 -6.732 2.480
H: -1.325 -6.566 3.797
H: -2.188 -4.343 4.462
H: -0.982 -2.306 3.793
H: 1.980 0.948 2.793
H: 2.587 2.129 4.860
H: 2.626 0.909 7.015
H: 2.076 -1.502 7.082
H: 1.493 -2.695 5.022

2.
Molecular formula: C56H73BIrN5P4Se
Method: DFT, wB97M-V/def2-TZVPD

Properties
**Kohn-Sham gap**: 0.1828 hartree
**M**: 1222.1 g mol⁻¹
**Energy**: -6347.20278 Eh
**Total charge**: +2
**Energy above the lowest of the compared OMol25 structures with the same formula, charge and spin**: 23.30 kJ/mol
**E_HOMO**: -11.18 eV

Element x y z (Å)
Ir: -0.574 1.013 -0.532
C: 1.983 -3.576 2.375
C: 0.946 -2.890 3.283
C: -0.164 -3.892 3.619
C: 1.652 -2.504 4.591
P: 0.251 -1.472 2.243
C: 1.724 -0.330 2.341
N: 2.136 0.307 1.097
B: 1.432 0.920 0.013
N: 2.389 1.684 -0.738
C: 1.970 2.677 -1.696
P: 0.331 3.137 -0.994
C: -0.434 4.344 -2.265
C: 0.527 5.526 -2.471
C: -0.566 3.644 -3.609
C: -1.848 4.858 -1.960
C: 0.781 4.181 0.553
C: -0.283 5.248 0.851
C: 0.857 3.353 1.830
C: 2.155 4.843 0.358
C: 3.637 1.560 -0.133
C: 4.864 2.105 -0.472
C: 5.945 1.821 0.350
C: 5.795 1.013 1.473
C: 4.566 0.460 1.808
C: 3.479 0.734 0.989
C: -1.093 -0.595 3.237
C: -0.922 -0.506 4.757
C: -2.422 -1.277 2.901
C: -1.148 0.839 2.734
H: 2.246 -4.543 2.812
H: 2.907 -2.998 2.299
H: 1.594 -3.748 1.372
H: 0.283 -4.755 4.119
H: -0.678 -4.240 2.724
H: -0.897 -3.469 4.306
H: 2.250 -3.359 4.918
H: 0.954 -2.281 5.392
H: 2.337 -1.661 4.496
H: 2.549 -0.961 2.662
H: 1.618 0.429 3.125
H: 1.818 2.271 -2.695
H: 2.669 3.507 -1.771
H: 1.529 5.205 -2.756
H: 0.601 6.197 -1.624
H: 0.133 6.108 -3.307
H: 0.383 3.328 -4.043
H: -1.033 4.340 -4.309
H: -1.233 2.798 -3.522
H: -1.955 5.404 -1.032
H: -2.574 4.047 -1.983
H: -2.115 5.542 -2.769
H: -1.280 4.814 0.936
H: -0.309 6.065 0.140
H: -0.043 5.679 1.824
H: -0.138 3.020 2.111
H: 1.214 4.010 2.626
H: 1.538 2.508 1.775
H: 2.254 5.424 -0.552
H: 2.960 4.110 0.402
H: 2.301 5.529 1.196
H: 4.980 2.730 -1.349
H: 6.916 2.235 0.114
H: 6.653 0.810 2.099
H: 4.475 -0.157 2.691
H: -1.030 -1.481 5.226
H: -1.699 0.140 5.174
H: 0.045 -0.091 5.042
H: -2.434 -2.331 3.177
H: -2.611 -1.221 1.827
H: -3.240 -0.775 3.426
H: -0.320 1.418 3.128
H: -2.089 1.330 2.996
H: -1.093 0.887 1.618
N: -2.631 0.769 -2.447
P: -1.019 0.243 -2.576
C: -0.932 -1.543 -2.797
C: 0.321 -2.159 -2.801
C: 0.448 -3.459 -3.249
C: -0.674 -4.160 -3.674
C: -1.922 -3.559 -3.650
C: -2.055 -2.246 -3.222
C: -0.286 0.710 -4.156
C: -1.108 0.970 -5.250
C: -0.549 1.167 -6.502
C: 0.827 1.088 -6.671
C: 1.644 0.799 -5.587
C: 1.090 0.602 -4.332
P: -3.048 0.376 -0.792
C: -4.214 -0.987 -1.018
C: -5.264 -0.772 -1.918
C: -6.181 -1.776 -2.166
C: -6.068 -2.993 -1.501
C: -5.037 -3.198 -0.600
C: -4.099 -2.202 -0.358
C: -4.035 1.651 0.021
C: -3.463 2.892 0.301
C: -4.154 3.843 1.027
C: -5.419 3.548 1.522
C: -5.980 2.302 1.291
C: -5.296 1.354 0.544
H: -3.297 0.740 -3.214
H: 1.200 -1.627 -2.460
H: 1.422 -3.927 -3.267
H: -0.572 -5.178 -4.025
H: -2.795 -4.102 -3.986
H: -3.030 -1.779 -3.251
H: -2.184 1.041 -5.143
H: -1.189 1.382 -7.347
H: 1.260 1.241 -7.650
H: 2.714 0.720 -5.720
H: 1.738 0.351 -3.500
H: -5.386 0.186 -2.413
H: -6.994 -1.607 -2.859
H: -6.792 -3.775 -1.686
H: -4.963 -4.142 -0.075
H: -3.269 -2.396 0.308
H: -2.461 3.103 -0.048
H: -3.710 4.811 1.220
H: -5.959 4.287 2.099
H: -6.957 2.065 1.688
H: -5.751 0.389 0.375
C: 1.194 -6.415 -0.505
N: -0.236 -6.627 -0.419
C: -1.172 -5.671 -0.221
Se: -0.886 -3.863 0.028
N: -2.368 -6.301 -0.187
C: -2.214 -7.672 -0.357
C: -3.116 -8.721 -0.393
C: -2.590 -9.990 -0.579
C: -1.216 -10.198 -0.721
C: -0.315 -9.146 -0.684
C: -0.846 -7.879 -0.501
H: 1.376 -5.344 -0.553
H: 1.581 -6.900 -1.401
H: 1.690 -6.830 0.372
H: -3.230 -5.797 -0.063
H: -4.180 -8.566 -0.278
H: -3.258 -10.839 -0.612
H: -0.847 -11.205 -0.860
H: 0.748 -9.311 -0.788

3.
Molecular formula: C56H79CsGeN7S2Si5
Method: DFT, wB97M-V/def2-TZVPD

Properties
**Kohn-Sham gap (spin up / spin down)**: 0.2052 / 0.2052 hartree
**M**: 1260.4 g mol⁻¹
**Energy**: -6905.58405 Eh
**Total charge**: -1
**Energy above the lowest of the compared OMol25 structures with the same formula, charge and spin**: 325.06 kJ/mol
**E_HOMO (spin up / spin down)**: -4.08 / -4.07 eV

Element x y z (Å)
Cs: 1.000 0.073 0.513
N: 3.951 -0.475 3.067
C: 2.633 -0.157 3.208
S: 1.527 -1.449 3.382
N: 2.410 1.151 3.249
N: 1.162 1.536 2.933
C: 0.669 2.603 3.445
C: 1.283 3.349 4.582
C: 0.549 3.557 5.748
C: 1.106 4.232 6.825
C: 2.406 4.714 6.746
C: 3.144 4.510 5.588
C: 2.590 3.826 4.515
C: -0.609 3.085 2.862
C: -1.016 4.409 3.064
C: -2.183 4.865 2.479
C: -2.934 3.991 1.710
C: -2.455 2.699 1.558
N: -1.328 2.246 2.097
H: 4.252 -1.407 3.277
H: 4.610 0.285 3.063
H: -0.464 3.174 5.810
H: 0.526 4.376 7.728
H: 2.843 5.240 7.586
H: 4.161 4.878 5.523
H: 3.169 3.642 3.621
H: -0.408 5.070 3.666
H: -2.499 5.891 2.621
H: -3.861 4.290 1.240
H: -3.019 1.984 0.963
C: -1.927 -0.094 -1.226
Si: -1.859 1.147 -2.585
C: -1.197 2.771 -1.879
N: 0.192 2.739 -1.437
C: 1.109 2.760 -2.596
C: 2.415 3.450 -2.247
C: 2.170 4.929 -1.934
C: 0.892 5.109 -1.090
C: 0.500 3.783 -0.447
C: -3.640 1.502 -3.121
C: -4.238 0.772 -4.153
C: -5.569 0.967 -4.500
C: -6.334 1.904 -3.818
C: -5.761 2.642 -2.791
C: -4.430 2.440 -2.449
C: -0.942 0.431 -4.052
C: -0.965 1.078 -5.292
C: -0.296 0.555 -6.389
C: 0.403 -0.642 -6.267
C: 0.436 -1.300 -5.046
C: -0.224 -0.763 -3.945
H: -1.825 -1.168 -1.355
H: -2.082 0.193 -0.188
H: -1.835 2.928 -1.000
H: -1.411 3.616 -2.560
H: 0.637 3.297 -3.438
H: 1.296 1.738 -2.931
H: 3.129 3.336 -3.062
H: 2.869 2.941 -1.393
H: 2.074 5.483 -2.872
H: 3.039 5.342 -1.417
H: 0.063 5.455 -1.716
H: 1.033 5.867 -0.316
H: -0.369 3.901 0.199
H: 1.317 3.439 0.197
H: -3.650 0.039 -4.695
H: -6.008 0.387 -5.302
H: -7.373 2.057 -4.084
H: -6.351 3.375 -2.255
H: -4.006 3.028 -1.641
H: -1.516 2.007 -5.406
H: -0.319 1.076 -7.338
H: 0.925 -1.055 -7.122
H: 0.992 -2.223 -4.933
H: -0.162 -1.284 -2.995
S: 0.232 -3.079 -0.844
C: 0.765 -4.087 -2.051
N: 0.055 -5.110 -2.602
C: 0.698 -5.629 -3.803
C: 2.126 -5.067 -3.673
N: 1.962 -4.049 -2.649
H: -0.940 -5.124 -2.459
H: 0.205 -5.267 -4.710
H: 0.690 -6.718 -3.816
H: 2.487 -4.631 -4.602
H: 2.840 -5.830 -3.358
H: 2.671 -3.372 -2.398
C: -5.424 -3.674 2.539
Si: -4.013 -2.968 1.500
C: -4.729 -1.515 0.536
C: -3.474 -4.288 0.267
Si: -2.210 -2.339 2.853
Si: -1.070 -4.224 3.671
C: -0.243 -3.865 5.321
C: 0.190 -4.868 2.446
C: -2.344 -5.592 3.967
Si: -2.876 -0.837 4.518
C: -1.417 0.129 5.186
C: -4.148 0.374 3.828
C: -3.719 -1.741 5.945
H: -6.247 -3.995 1.893
H: -5.811 -2.922 3.232
H: -5.093 -4.535 3.125
H: -5.713 -1.772 0.131
H: -4.085 -1.247 -0.305
H: -4.848 -0.629 1.166
H: -4.251 -4.442 -0.490
H: -3.295 -5.245 0.764
H: -2.552 -3.985 -0.234
H: 0.486 -3.060 5.216
H: 0.282 -4.757 5.677
H: -0.973 -3.585 6.085
H: 0.974 -4.128 2.272
H: -0.276 -5.093 1.483
H: 0.654 -5.784 2.828
H: -3.128 -5.271 4.658
H: -1.859 -6.476 4.395
H: -2.818 -5.890 3.028
H: -0.867 0.605 4.371
H: -0.710 -0.522 5.705
H: -1.760 0.897 5.888
H: -3.724 0.957 3.010
H: -4.461 1.074 4.610
H: -5.041 -0.140 3.463
H: -3.045 -2.469 6.404
H: -4.614 -2.271 5.612
H: -4.015 -1.022 6.718
Ge: 3.754 -0.314 -1.359
C: 4.910 1.136 -2.201
C: 5.558 2.041 -1.356
C: 6.301 3.111 -1.847
C: 6.422 3.301 -3.216
C: 5.804 2.406 -4.083
C: 5.064 1.342 -3.577
C: 4.375 -1.794 -2.616
C: 3.983 -1.882 -3.960
C: 4.444 -2.890 -4.804
C: 5.302 -3.868 -4.316
C: 5.700 -3.817 -2.985
C: 5.244 -2.793 -2.158
H: 2.439 -0.049 -2.260
H: 5.464 1.913 -0.281
H: 6.784 3.797 -1.160
H: 6.995 4.134 -3.607
H: 5.894 2.541 -5.155
H: 4.587 0.664 -4.276
H: 3.304 -1.135 -4.357
H: 4.132 -2.909 -5.844
H: 5.660 -4.658 -4.966
H: 6.371 -4.573 -2.593
H: 5.565 -2.773 -1.122